1.
{"formula": "C2H2Cl4Si", "method": "ωB97M-V/def2-TZVPD", "symbols": ["Cl", "Cl", "Cl", "Cl", "Si", "C", "C", "H", "H"], "positions_angstrom": [[2.746336, 2.081153, 0.584455], [-3.072042, -1.693174, -0.373463], [-2.321367, 1.496715, -0.634811], [-1.854235, 0.334111, 2.159953], [-1.731861, -0.258456, 0.199577], [-0.050137, -0.899327, -0.337294], [0.997985, -1.402725, -0.525828], [1.825758, -2.070461, -0.562468], [3.459567, 2.412163, -0.510118]], "forces_ev_per_a": [[1.0, 0.4, -1.5], [0.2, 0.2, 0.4], [0.2, 0.0, -0.6], [0.3, -0.8, -0.1], [0.7, 0.0, -0.4], [-3.8, 2.1, 1.1], [2.2, -1.8, -0.1], [0.3, 0.3, -0.3], [-1.0, -0.4, 1.5]], "mulliken_charge": [-0.2574, -0.2127, -0.2262, -0.2190, 0.7442, -0.7535, 0.2949, 0.3749, 0.2548], "spin_multiplicity": 1, "total_charge": 0, "gap_ev": 11.71}


2.
{"formula": "C2H2Cl4Si", "method": "ωB97M-V/def2-TZVPD", "symbols": ["Cl", "Cl", "Cl", "Cl", "Si", "C", "C", "H", "H"], "positions_angstrom": [[-2.150794, 0.095379, 1.621103], [0.088622, 2.483935, -1.126643], [-1.097618, -2.577499, 0.123854], [-2.109723, 0.135324, -1.736493], [-1.372195, -0.590334, -0.084808], [0.438636, -0.101226, 0.127941], [1.658079, 0.061629, 0.401753], [2.017275, 0.984680, -0.096973], [2.527719, -0.491887, 0.770264]], "forces_ev_per_a": [[-0.6, 0.2, 0.2], [0.2, -1.4, 0.8], [-0.3, -0.4, -0.3], [-0.6, -0.2, -0.7], [1.5, 0.4, 1.0], [-1.2, 1.1, -0.9], [2.3, 0.6, -0.7], [-0.3, 0.1, 0.4], [-0.9, -0.4, 0.3]], "mulliken_charge": [-0.1763, -0.5758, -0.1940, -0.0881, 0.7481, -0.3336, 0.0718, 0.2338, 0.3139], "spin_multiplicity": 1, "total_charge": 0, "gap_ev": [6.91, 6.90]}


3.
{"formula": "C2H2Cl6", "method": "ωB97M-V/def2-TZVPD", "symbols": ["Cl", "Cl", "Cl", "Cl", "Cl", "Cl", "C", "C", "H", "H"], "positions_angstrom": [[-2.529070, -23.231530, 14.370450], [1.056890, -25.280750, 13.421250], [-0.748230, -23.358970, 16.713500], [-1.225760, -25.798540, 15.055640], [0.494140, -22.399510, 13.565040], [1.589400, -23.824910, 15.886740], [1.570520, -23.688860, 14.108360], [-1.079560, -24.003330, 15.098920], [-0.221250, -23.847980, 14.445260], [2.603970, -23.441460, 13.865710]], "forces_ev_per_a": [[0.7, -0.4, 0.4], [1.6, 1.0, -0.7], [-3.5, 0.4, 0.6], [-1.2, 0.4, 1.1], [1.5, 1.5, -1.2], [3.2, -0.5, -1.4], [1.4, -0.6, 0.3], [-1.2, -1.2, 0.3], [-2.3, -0.4, 1.2], [-0.4, -0.2, -0.5]], "mulliken_charge": [-0.1352, -0.0891, -0.1406, -0.1320, -0.1004, -0.0861, 0.1471, 1.3595, -1.2685, 0.4454], "spin_multiplicity": 1, "total_charge": 0, "gap_ev": 10.11}


4.
{"formula": "C2H2ClF2I", "method": "ωB97M-V/def2-TZVPD", "symbols": ["I", "Cl", "F", "F", "C", "C", "H", "H"], "positions_angstrom": [[2.309527, -0.720171, -0.412436], [-0.281688, -2.792012, 0.675869], [-2.007930, -1.109486, -0.138499], [-0.629447, -1.755962, -1.600550], [-0.677729, -1.373506, -0.273457], [0.205554, -0.203267, 0.145216], [0.064384, 0.679842, -0.466206], [0.422090, -0.047695, 1.298912]], "forces_ev_per_a": [[-0.8, 0.2, 0.1], [-0.1, -0.4, 0.3], [0.5, 0.5, 0.7], [0.9, 0.9, 0.9], [-1.0, -0.7, -0.7], [2.3, -0.4, 1.0], [-0.5, 0.2, 0.4], [-1.4, -0.3, -2.6]], "mulliken_charge": [0.1078, -0.1191, -0.2217, -0.2077, 0.6797, -0.9953, 0.3770, 0.3793], "spin_multiplicity": 1, "total_charge": 0, "gap_ev": 9.65}


5.
{"formula": "C2H2ClF2NO2", "method": "ωB97M-V/def2-TZVPD", "symbols": ["Cl", "F", "F", "O", "O", "N", "C", "C", "H", "H"], "positions_angstrom": [[-2.305595, -1.543362, -0.060769], [-1.366251, 0.263275, 1.711411], [0.163076, -1.233835, -1.254917], [-3.578830, 0.845753, -0.345416], [-1.893656, 2.155614, -0.513490], [-2.417788, 1.138795, -0.305121], [-0.110495, -0.053710, -0.603870], [-1.489621, -0.082266, -0.107483], [0.194553, 0.646972, -1.356350], [0.636271, 0.046382, 0.095017]], "forces_ev_per_a": [[0.3, 0.2, -0.3], [0.1, -0.5, -3.8], [-0.1, -1.1, -0.2], [-0.7, 0.6, 0.3], [1.5, 3.0, -0.2], [-0.7, -3.7, -0.6], [0.6, -0.6, -2.5], [-1.1, 0.7, 5.1], [-1.0, 1.3, -0.3], [1.1, 0.3, 2.5]], "mulliken_charge": [-0.0121, -0.4699, -0.2737, -0.5330, -0.5394, 0.9963, -0.3704, 0.6291, 0.2735, 0.2995], "spin_multiplicity": 1, "total_charge": 0, "gap_ev": 10.44}


6.
{"formula": "C2H2ClF3", "method": "ωB97M-V/def2-TZVPD", "symbols": ["Cl", "F", "F", "F", "C", "C", "H", "H"], "positions_angstrom": [[-3.457272, -0.872769, 0.506950], [-2.304997, 1.415474, 0.292121], [-2.613952, 0.372491, -1.583247], [0.242648, -1.655376, -0.707928], [-2.385697, 0.201254, -0.277802], [0.284392, -0.450965, -0.165088], [0.604170, 0.337640, -0.816741], [0.346034, -0.443719, 0.906502]], "forces_ev_per_a": [[-0.2, -0.1, 0.0], [-0.3, -0.5, 0.0], [-0.2, -0.3, 0.4], [0.2, -0.4, -0.2], [1.6, 0.8, -0.4], [-1.4, 0.2, 0.1], [0.1, 0.2, -0.1], [0.1, 0.1, 0.2]], "mulliken_charge": [-0.1027, -0.1815, -0.1740, -0.1991, 0.3698, -0.3941, 0.3425, 0.3390], "spin_multiplicity": 1, "total_charge": 0, "gap_ev": [9.50, 8.42]}


7.
{"formula": "C2H2ClF3", "method": "ωB97M-V/def2-TZVPD", "symbols": ["Cl", "F", "F", "F", "C", "C", "H", "H"], "positions_angstrom": [[1.153668, -1.193958, -0.915500], [-0.136824, 0.638310, 1.704137], [-1.113453, -1.087443, 0.169537], [-0.885472, 1.985224, 0.024866], [-0.215221, -0.211819, -0.417235], [0.021494, 1.032898, 0.387279], [-0.361152, 0.180995, -1.407561], [1.132904, 1.364990, 0.063932]], "forces_ev_per_a": [[1.2, -0.3, 0.7], [0.4, 1.5, -0.9], [0.2, 1.4, -0.9], [0.5, -0.5, 0.7], [-0.3, -1.1, -0.8], [2.4, -0.8, 0.2], [-2.0, -0.1, -0.4], [-2.5, -0.2, 1.5]], "mulliken_charge": [-0.1644, -0.2518, -0.2342, -0.2285, 0.0840, 0.2786, 0.2658, 0.2505], "spin_multiplicity": 1, "total_charge": 0, "gap_ev": 12.24}


8.
{"formula": "C2H2ClFOS", "method": "ωB97M-V/def2-TZVPD", "symbols": ["Cl", "S", "F", "O", "C", "C", "H", "H"], "positions_angstrom": [[0.941937, -0.549852, -1.953955], [-0.932834, 2.057564, -0.450818], [0.813297, -1.242964, 0.504630], [-1.433728, -0.151885, 0.929765], [0.682247, -0.109979, -0.181753], [-0.644535, 0.552388, 0.106680], [1.610746, 0.487299, 0.003257], [-1.037130, -1.042570, 1.042195]], "forces_ev_per_a": [[-0.6, 0.3, 0.8], [-0.1, -1.0, 0.4], [-0.1, -1.4, 1.0], [0.4, -0.1, -0.7], [2.0, 0.8, -1.8], [-0.1, 1.0, 0.1], [-1.3, 0.0, 0.1], [-0.3, 0.4, 0.1]], "mulliken_charge": [-0.1525, -0.2301, -0.2640, -0.4398, 0.2312, 0.2186, 0.2531, 0.3834], "spin_multiplicity": 1, "total_charge": 0, "gap_ev": 8.89}